(1)
58
Properties=species:S:1:pos:R:3:forces:R:3 method="wB97M-V/def2-TZVPD" gap_ev=4.28 total_charge=-2 e_above_lowest_kcal_mol=0.0
Na 0.3005 -1.5357 0.6397 0.1 -0.2 0.1
Se 1.1079 -3.8317 2.1185 0.0 0.0 0.0
Te -0.4986 -4.7147 0.4015 0.0 -0.1 0.0
Te 0.5840 -4.1351 -2.0205 0.0 0.1 0.0
Se -0.2664 -1.8225 -2.5313 -0.1 0.0 -0.1
N -1.8439 -0.4851 0.6181 0.1 0.2 0.1
C -1.8015 0.7084 1.3712 -0.1 0.1 0.0
C -2.3971 0.7301 2.6403 0.0 -0.1 0.0
C -2.3415 1.9001 3.3911 0.0 0.0 0.0
C -1.6843 3.0204 2.9275 0.0 0.0 0.0
C -1.0434 3.0208 1.6618 0.0 0.1 -0.1
C -0.2369 4.0793 1.1880 0.0 0.0 0.1
C 0.5619 3.8298 0.0469 0.0 -0.1 -0.1
C 0.4018 2.7292 -0.7267 0.1 0.1 0.0
N -0.7262 1.8417 -0.5127 0.1 -0.1 0.0
C -1.1649 1.8392 0.8705 -0.1 0.0 0.0
H -2.5989 -1.1023 0.8746 0.0 0.0 -0.1
H -1.7651 -0.3598 -0.3835 0.0 -0.1 -0.1
H -2.9111 -0.1500 3.0094 0.0 0.0 0.0
H -2.8218 1.9254 4.3646 0.0 0.0 0.0
H -1.6334 3.9177 3.5357 0.0 0.0 0.0
H -0.0683 4.9511 1.8081 0.0 0.0 0.0
H 1.3860 4.5001 -0.1837 0.0 0.0 0.0
H 1.0394 2.5089 -1.5764 0.0 -0.1 0.0
C 1.2408 1.2028 3.1462 0.0 0.1 0.1
O 1.5656 0.5596 1.9227 0.1 0.0 -0.2
C 2.6304 1.0247 1.2338 -0.1 0.0 0.2
C 3.6053 1.8671 1.7390 0.0 0.0 0.0
C 4.6527 2.2347 0.8986 0.0 0.0 0.0
Br 5.9930 3.3988 1.5995 0.0 0.0 0.0
C 4.7610 1.8015 -0.3991 0.0 0.0 0.0
C 3.7609 0.9639 -0.9109 0.0 0.0 -0.1
C 2.7035 0.6015 -0.0976 0.1 0.0 0.0
O 1.7170 -0.2190 -0.5662 -0.2 0.3 -0.1
C 3.8474 0.5283 -2.3177 0.0 0.0 0.0
N 4.8300 0.8892 -3.1171 0.0 0.0 0.0
C 4.5416 0.2877 -4.3237 0.0 0.0 0.0
C 5.2324 0.3163 -5.5372 0.0 0.0 0.0
C 4.7015 -0.3859 -6.6016 0.0 0.0 0.0
C 3.5010 -1.1093 -6.4788 0.0 0.0 0.0
C 2.8016 -1.1510 -5.2881 0.0 0.0 0.0
C 3.3481 -0.4445 -4.2204 0.0 0.0 0.0
N 2.9276 -0.2734 -2.9282 0.0 0.0 -0.1
H 1.1577 2.2818 2.9962 0.0 0.0 0.0
H 1.9867 0.9755 3.9141 0.0 0.0 0.0
H 0.2698 0.8131 3.4396 0.0 0.0 0.0
H 3.5609 2.2406 2.7502 0.0 0.0 0.0
H 5.5772 2.0937 -1.0422 0.0 0.0 0.0
H 0.9363 0.3203 -0.8334 -0.1 0.0 0.1
H 6.1545 0.8768 -5.6284 0.0 0.0 0.0
H 5.2171 -0.3814 -7.5550 0.0 0.0 0.0
H 3.1165 -1.6448 -7.3382 0.0 0.0 0.0
H 1.8723 -1.6946 -5.1739 0.0 0.0 0.0
H 2.0735 -0.6695 -2.5293 0.0 -0.1 0.0
C -1.8355 2.2040 -1.4052 0.0 0.0 0.0
H -1.5045 2.0955 -2.4395 0.0 0.0 0.0
H -2.1618 3.2388 -1.2366 0.0 0.0 0.0
H -2.6833 1.5345 -1.2376 0.0 0.0 0.0

---

(2)
19
Properties=species:S:1:pos:R:3:forces:R:3 method="wB97M-V/def2-TZVPD" gap_ev=9.52 e_above_lowest_kcal_mol=34.2
C 2.3343 1.0597 0.9925 -0.1 -0.2 0.5
C 1.6155 0.3939 -0.1446 -1.7 -0.7 -0.5
C 0.5481 1.2414 -0.9095 -0.1 -1.7 -0.7
C -0.5183 0.0516 -0.8653 0.6 -0.1 0.4
N -1.9428 0.3733 -0.6232 1.0 -1.0 0.0
C -2.6590 -0.5850 -0.1758 -1.6 -0.3 -0.6
N -2.3374 -1.8900 0.2020 0.2 0.4 0.7
C 0.4650 -0.6084 0.1869 -0.2 0.4 -0.1
O 0.3930 -1.5770 0.8969 0.2 0.5 0.0
H 3.0315 1.8432 0.6799 -0.2 -0.1 -0.1
H 2.9268 0.2909 1.4947 -0.1 0.2 0.4
H 1.5683 1.5048 1.6730 0.8 -0.3 -0.3
H 2.2172 -0.2553 -0.7935 0.4 0.6 -0.1
H 0.8460 1.6093 -1.9002 -0.3 0.1 0.4
H 0.2185 1.9999 -0.2283 -0.3 0.7 0.0
H -0.4553 -0.6561 -1.7446 0.0 0.9 0.5
H -3.8003 -0.4928 -0.2487 1.6 0.4 0.4
H -1.4349 -2.0614 0.6501 0.2 0.4 -0.7
H -3.0162 -2.2423 0.8577 -0.5 -0.2 -0.3

---

(3)
102
Properties=species:S:1:pos:R:3:forces:R:3 method="wB97M-V/def2-TZVPD" s_squared=6.0385 gap_ev="7.44 / 4.14" total_charge=+2 spin_multiplicity=5
Os 1.2087 -0.9642 -0.1194 0.3 0.1 -0.7
Te 2.4976 -0.0059 -2.1090 -0.2 0.0 0.2
C 4.3954 -0.8003 -1.9142 0.1 0.0 0.0
C 4.8591 -1.6490 -0.9490 0.2 -0.2 0.1
C 6.2318 -1.9775 -1.1219 -0.2 0.0 0.2
C 6.7780 -1.3682 -2.2088 0.0 0.0 -0.1
S 5.6381 -0.3990 -3.0246 0.1 0.1 -0.2
H 4.2418 -2.0214 -0.1427 0.0 0.0 0.0
H 6.7858 -2.6363 -0.4695 0.0 0.0 0.0
H 7.7902 -1.4461 -2.5719 0.0 0.0 0.0
C -2.6416 -5.8431 -2.1933 0.1 0.0 0.0
N -1.6419 -5.0526 -1.4815 -0.1 0.1 0.0
N -1.0531 -3.9460 -2.0465 -0.1 -0.1 0.0
C -0.4190 -3.2524 -1.0651 0.0 -0.2 0.0
O 0.2774 -2.2212 -1.3914 -0.1 0.2 -0.1
C -0.6439 -3.9197 0.1466 -0.1 -0.1 0.1
C -1.4200 -5.0203 -0.1568 0.0 0.0 0.0
C -2.0053 -6.0487 0.7454 0.0 0.0 0.0
C -0.8412 -3.8312 -3.4583 0.0 -0.1 0.1
C -1.1588 -2.6418 -4.0899 0.0 0.0 0.0
C -0.9258 -2.5255 -5.4517 0.0 0.0 0.0
C -0.3989 -3.5923 -6.1664 0.0 0.0 0.0
C -0.0890 -4.7796 -5.5184 0.0 0.0 0.0
C -0.2991 -4.9017 -4.1536 0.0 0.0 0.0
H -2.8728 -5.3511 -3.1324 0.0 0.0 0.0
H -3.5461 -5.9051 -1.5922 0.0 0.0 0.0
H -2.2640 -6.8428 -2.3979 0.0 0.0 0.0
H -0.2849 -3.6269 1.1181 0.0 0.0 0.0
H -1.6648 -5.8823 1.7637 0.0 0.0 0.0
H -1.7096 -7.0529 0.4406 0.0 0.0 0.0
H -3.0962 -6.0043 0.7377 0.0 0.0 0.0
H -1.5825 -1.8300 -3.5183 0.0 0.0 0.0
H -1.1672 -1.6010 -5.9596 0.0 0.0 0.0
H -0.2291 -3.4993 -7.2304 0.0 0.0 0.0
H 0.3281 -5.6095 -6.0722 0.0 0.0 0.0
H -0.0332 -5.8139 -3.6350 0.0 0.0 0.0
C -1.3589 2.7234 -1.1135 -0.2 -0.6 -0.5
P -0.8089 1.0242 -0.5034 0.1 -0.2 0.7
C -0.9789 1.3913 1.2815 0.0 0.1 0.0
C -2.1975 1.3841 1.9628 0.0 0.0 0.0
C -2.2555 1.7740 3.2924 0.1 0.0 0.0
C -1.1037 2.1950 3.9497 0.0 0.0 -0.1
C 0.1044 2.2309 3.2708 0.0 0.0 0.0
C 0.1664 1.8317 1.9414 0.1 0.0 0.0
C -2.2375 -0.0248 -0.9361 0.0 0.1 -0.1
C -2.8991 0.1185 -2.1556 0.0 0.0 0.0
C -3.9242 -0.7458 -2.5132 0.0 0.0 0.0
C -4.2925 -1.7747 -1.6590 0.0 0.0 0.0
C -3.6181 -1.9436 -0.4573 0.0 0.0 0.0
C -2.5906 -1.0827 -0.1001 0.0 0.0 0.0
P -0.0170 3.7685 -1.6952 -0.1 0.2 0.5
C 1.0913 4.0896 -0.3413 0.5 0.0 0.0
C 0.6721 4.9392 0.6890 0.0 0.0 -0.1
C 1.5041 5.1461 1.7720 0.1 0.0 0.0
C 2.7459 4.5177 1.8289 -0.1 0.0 0.0
C 3.1674 3.6892 0.7986 0.0 0.0 0.1
C 2.3442 3.4785 -0.2957 -0.1 0.1 0.0
C -0.6615 5.2872 -2.2591 -0.1 0.3 -0.3
C -1.9869 5.4043 -2.7295 0.2 0.0 0.0
C -2.4331 6.6155 -3.2049 0.1 0.2 0.0
C -1.5684 7.7125 -3.2427 0.0 -0.1 0.0
C -0.2495 7.6005 -2.8038 -0.1 0.1 -0.1
C 0.2128 6.3961 -2.3233 -0.1 -0.2 0.0
H -1.8667 3.2441 -0.2980 0.0 0.0 0.0
H -2.0653 2.5891 -1.9355 0.0 0.0 0.1
H -3.1069 1.0778 1.4613 0.0 0.0 0.0
H -3.2028 1.7573 3.8152 0.0 0.0 0.0
H -1.1536 2.5003 4.9866 0.0 0.0 0.0
H 1.0042 2.5648 3.7736 0.0 0.0 0.0
H 1.1211 1.8607 1.4223 -0.1 0.0 0.1
H -2.6198 0.8990 -2.8553 0.0 0.0 0.0
H -4.4352 -0.6128 -3.4576 0.0 0.0 0.0
H -5.1057 -2.4365 -1.9275 0.0 0.0 0.0
H -3.8981 -2.7430 0.2172 0.0 0.0 0.0
H -2.0690 -1.2340 0.8374 0.0 0.0 0.0
H -0.2941 5.4271 0.6453 0.0 0.0 0.0
H 1.1870 5.7996 2.5728 0.0 0.0 0.0
H 3.3938 4.6901 2.6777 0.0 0.0 0.0
H 4.1395 3.2173 0.8382 0.0 0.0 0.0
H 2.6768 2.8518 -1.1092 0.0 -0.1 -0.1
H -2.6632 4.5611 -2.7066 0.0 0.0 0.0
H -3.4526 6.7162 -3.5493 0.0 0.0 0.0
H -1.9258 8.6602 -3.6232 0.0 0.0 0.0
H 0.4121 8.4542 -2.8442 0.0 0.0 0.0
H 1.2372 6.3047 -1.9866 0.0 0.0 0.0
O 2.2780 -0.3521 1.5050 -0.2 0.0 0.2
C 1.4780 -0.9322 2.3517 0.0 -0.1 -0.2
O 0.5112 -1.5735 1.8175 0.1 0.1 0.3
C 1.6709 -0.8257 3.7847 -0.1 0.0 -0.1
C 2.7932 -0.1637 4.2695 0.1 0.0 0.1
C 2.9993 -0.0095 5.6405 0.0 0.0 -0.1
C 2.0371 -0.5386 6.4673 0.1 0.1 0.2
O 2.0105 -0.5143 7.8156 -0.1 0.0 0.0
C 0.8158 -1.2038 8.2199 0.1 0.0 -0.1
O 0.1385 -1.6085 7.0254 0.0 0.0 0.0
C 0.9124 -1.1985 5.9829 -0.1 -0.1 0.0
C 0.6943 -1.3646 4.6477 0.0 0.0 0.0
H 3.5124 0.2311 3.5657 0.0 0.0 0.0
H 3.8684 0.4924 6.0402 0.0 0.0 0.0
H 0.1854 -0.5197 8.7846 0.0 0.0 0.0
H 1.0908 -2.0818 8.8012 0.0 0.0 0.0
H -0.1803 -1.8688 4.2624 0.0 0.0 0.0

---

(4)
46
Properties=species:S:1:pos:R:3:forces:R:3 method="wB97M-V/def2-TZVPD" s_squared=6.0739 gap_ev="7.62 / 5.80" total_charge=+3 spin_multiplicity=5 e_above_lowest_kcal_mol=0.0
Pt -1.1672 -1.1941 -0.0923 0.0 0.0 0.0
S 0.9696 -1.0268 0.4259 0.0 0.0 0.0
C 1.1665 0.6985 0.1275 0.0 0.0 0.0
N 2.3441 1.3309 0.0769 0.0 0.0 0.0
N 3.4793 0.6275 0.2503 0.0 0.0 0.0
C 4.6769 1.2801 0.1891 0.0 0.0 0.0
C 5.8635 0.5128 0.3709 0.0 0.0 0.0
C 7.0669 1.1396 0.3194 0.0 0.0 0.0
C 7.1288 2.5459 0.0874 0.0 0.0 0.0
C 5.9480 3.3008 -0.0940 0.0 0.0 0.0
C 4.7310 2.6910 -0.0463 0.0 0.0 0.0
N 0.1009 1.4631 -0.0561 0.0 0.0 0.0
N -1.1005 0.8197 0.0789 0.0 0.0 0.0
C -2.0762 1.6587 0.5223 0.0 0.0 0.0
C -1.9364 3.0858 0.4003 0.0 0.0 0.0
C -2.9221 3.9051 0.8755 0.0 0.0 0.0
C -4.0606 3.3612 1.4860 0.0 0.0 0.0
C -4.2071 1.9544 1.6135 0.0 0.0 0.0
C -3.2449 1.1167 1.1382 0.0 0.0 0.0
H 3.4762 -0.3754 0.4083 0.0 0.0 0.0
H 5.7964 -0.5533 0.5486 0.0 0.0 0.0
H 7.9844 0.5829 0.4538 0.0 0.0 0.0
H 8.0930 3.0364 0.0518 0.0 0.0 0.0
H 6.0184 4.3652 -0.2705 0.0 0.0 0.0
H 3.8126 3.2410 -0.1807 0.0 0.0 0.0
H -1.0650 3.4865 -0.0924 0.0 0.0 0.0
H -2.8291 4.9774 0.7716 0.0 0.0 0.0
H -4.8352 4.0134 1.8675 0.0 0.0 0.0
H -5.0785 1.5566 2.1162 0.0 0.0 0.0
H -3.3231 0.0479 1.2852 0.0 0.0 0.0
N -4.7939 -1.5935 -2.1500 0.0 0.0 0.0
C -3.9666 -0.7286 -1.5825 0.0 0.0 0.0
N -2.9872 -1.4271 -1.0132 0.0 0.0 0.0
C -3.2903 -2.7352 -1.3013 0.0 0.0 0.0
N -4.3853 -2.8664 -1.9873 0.0 0.0 0.0
C -2.3662 -3.7568 -0.8352 0.0 0.0 0.0
C -2.5547 -5.1227 -0.9652 0.0 0.0 0.0
N -1.6679 -5.9881 -0.4901 0.0 0.0 0.0
C -0.5982 -5.5018 0.1189 0.0 0.0 0.0
C -0.3831 -4.1332 0.2559 0.0 0.0 0.0
N -1.2673 -3.2603 -0.2288 0.0 0.0 0.0
H -5.6428 -1.4033 -2.6697 0.0 0.0 0.0
H -4.0853 0.3419 -1.5993 0.0 0.0 0.0
H -3.4374 -5.5113 -1.4592 0.0 0.0 0.0
H 0.1208 -6.2077 0.5157 0.0 0.0 0.0
H 0.4949 -3.7554 0.7584 0.0 0.0 0.0